# 1
Formula: C21H47O2P3Pb
Source: OMol25
Level of theory: ωB97M-V/def2-TZVPD

charge: +4
spin multiplicity: 1
HOMO level (alpha / beta): -19.087 / -19.430 eV
relative energy (zero: lowest compared OMol25 entry of this formula, charge and spin): 424.6 kJ/mol
orbital gap (alpha / beta): 2.2 / 3.2 eV

Atoms and positions in Å:
Pb 0.302 -0.197 0.088
P -2.244 0.040 1.834
P -0.335 -2.560 -1.178
P -1.743 1.277 -1.292
H 3.212 3.757 1.258
C 2.259 4.289 1.116
C 1.300 4.291 2.063
H 1.447 3.786 3.028
C -1.975 -0.619 3.515
C -3.703 -0.996 1.404
C -3.011 1.644 2.298
C 0.886 -3.065 -2.440
C -0.380 -3.979 -0.046
C -1.948 -2.629 -2.034
C -1.438 2.962 -0.638
C -3.567 1.166 -1.317
C -1.372 1.459 -3.064
H 2.091 4.775 0.145
H 0.366 4.855 1.941
H -1.094 -0.155 3.978
H -1.820 -1.703 3.466
H -2.864 -0.406 4.123
H -3.397 -2.051 1.455
H -4.063 -0.781 0.391
H -4.507 -0.812 2.132
H -2.215 2.394 2.392
H -3.501 1.532 3.274
H -3.742 1.989 1.558
H 0.657 -4.099 -2.748
H 1.917 -3.060 -2.051
H 0.826 -2.399 -3.315
H -0.121 -4.898 -0.585
H -1.391 -4.080 0.371
H 0.344 -3.840 0.769
H -2.005 -3.551 -2.630
H -2.092 -1.770 -2.706
H -2.758 -2.641 -1.289
H -1.427 3.662 -1.483
H -0.468 3.018 -0.123
H -2.217 3.262 0.076
H -3.939 1.798 -2.136
H -4.024 1.495 -0.377
H -3.863 0.129 -1.524
H -1.762 2.426 -3.399
H -1.856 0.657 -3.636
H -0.288 1.411 -3.226
C 2.483 0.584 -3.053
C 3.158 -0.360 -3.836
C 3.501 0.009 -5.140
C 3.221 1.293 -5.616
C 2.678 2.256 -4.762
C 2.353 1.918 -3.440
O 1.754 0.166 -1.939
H 1.608 -0.815 -1.972
H 3.373 -1.351 -3.432
H 4.020 -0.701 -5.786
H 3.440 1.552 -6.655
H 2.499 3.274 -5.105
H 1.972 2.649 -2.733
C 2.207 -3.024 3.367
C 0.956 -2.210 3.128
O 1.224 -0.947 2.480
C 2.085 -0.041 3.214
C 1.469 0.450 4.506
H 2.762 -3.191 2.437
H 1.909 -3.997 3.766
H 2.861 -2.550 4.106
H 0.255 -2.735 2.461
H 0.435 -2.019 4.078
H 3.034 -0.558 3.408
H 2.279 0.807 2.541
H 1.206 -0.375 5.176
H 2.200 1.068 5.036
H 0.582 1.066 4.327

---

# 2
Formula: C21H47O2P3Sn
Source: OMol25
Level of theory: ωB97M-V/def2-TZVPD

charge: +4
spin multiplicity: 1
HOMO level (alpha / beta): -20.061 / -20.030 eV
relative energy (zero: lowest compared OMol25 entry of this formula, charge and spin): 447.7 kJ/mol
orbital gap (alpha / beta): 4.6 / 4.4 eV

Atoms and positions in Å:
Sn -0.792 0.997 -1.187
P -2.351 -1.248 -0.286
P 1.047 -0.479 1.405
P 1.156 -1.607 -1.874
H -2.147 3.965 -1.824
C -2.013 3.183 -2.603
C -2.463 1.826 -2.420
H -3.467 1.584 -2.045
C -3.747 -0.685 0.745
C -1.832 -2.782 0.559
C -3.135 -1.877 -1.808
C 2.685 0.322 1.622
C 0.213 0.024 2.980
C 1.495 -2.207 1.894
C 0.822 -1.861 -3.665
C 1.586 -3.357 -1.479
C 2.867 -0.937 -2.046
H -2.043 3.520 -3.648
H -2.406 1.305 -3.450
H -4.358 0.022 0.166
H -3.367 -0.200 1.661
H -4.364 -1.551 1.025
H -1.550 -2.546 1.595
H -0.987 -3.234 0.019
H -2.675 -3.487 0.581
H -3.302 -1.047 -2.511
H -4.105 -2.343 -1.572
H -2.485 -2.633 -2.277
H 3.159 -0.115 2.507
H 2.554 1.401 1.753
H 3.305 0.129 0.740
H 0.969 0.322 3.725
H -0.352 -0.840 3.362
H -0.477 0.862 2.803
H 2.259 -2.133 2.679
H 1.906 -2.755 1.035
H 0.613 -2.744 2.277
H 1.234 -2.833 -3.987
H 1.244 -1.020 -4.233
H -0.265 -1.869 -3.820
H 1.822 -3.905 -2.401
H 0.730 -3.828 -0.982
H 2.457 -3.402 -0.817
H 3.406 -1.420 -2.869
H 3.412 -1.111 -1.115
H 2.827 0.141 -2.236
C 0.274 2.829 -3.990
C 1.061 3.920 -4.641
C 2.310 3.320 -5.153
C 2.353 1.976 -5.411
C 1.148 1.164 -5.457
C 0.022 1.654 -4.775
O -0.054 3.071 -2.775
H 1.233 4.752 -3.948
H 0.411 4.394 -5.405
H 3.192 3.965 -5.235
H 3.328 1.538 -5.640
H 1.137 0.194 -6.011
H -0.979 1.182 -4.803
C 0.811 3.321 1.635
C -0.592 3.705 1.257
O -1.383 2.534 0.906
C -2.752 2.809 0.528
C -3.672 3.056 1.703
H 1.378 2.962 0.765
H 0.820 2.611 2.468
H 1.315 4.217 1.995
H -1.101 4.208 2.091
H -0.598 4.399 0.406
H -2.767 3.680 -0.142
H -3.131 1.936 -0.051
H -3.254 3.866 2.325
H -4.628 3.372 1.267
H -3.801 2.099 2.231

---

# 3
Formula: C21H48BCl2N2O7
Source: OMol25
Level of theory: ωB97M-V/def2-TZVPD

charge: -1
spin multiplicity: 1
HOMO level: -4.304 eV
orbital gap: 6.5 eV

Atoms and positions in Å:
C 2.573 -2.641 -2.816
C 3.071 -3.412 -4.038
C 1.967 -4.068 -4.870
C 0.889 -3.120 -5.355
O 0.098 -2.680 -4.278
C -1.233 -2.325 -4.589
C -2.141 -3.554 -4.828
Cl -3.873 -3.153 -4.567
C -1.852 -4.854 -4.066
C -0.891 -5.807 -4.789
Cl -1.347 -4.588 -2.369
C -1.635 -1.303 -3.520
O -0.836 -0.204 -3.879
B -0.967 -0.126 -5.373
O -1.288 -1.577 -5.745
H 1.714 -3.146 -2.380
H 2.216 -1.653 -3.103
H 3.357 -2.528 -2.068
H 3.731 -4.212 -3.688
H 3.694 -2.781 -4.674
H 1.550 -4.905 -4.308
H 2.432 -4.490 -5.767
H 0.284 -3.589 -6.136
H 1.364 -2.258 -5.836
H -2.071 -3.779 -5.888
H -2.805 -5.361 -3.979
H -0.560 -5.399 -5.740
H -0.037 -6.063 -4.172
H -1.416 -6.735 -5.015
H -2.677 -1.021 -3.666
H -1.424 -1.644 -2.506
H -1.829 0.649 -5.781
H 0.154 0.164 -5.832
C 0.607 1.021 -0.692
O 0.627 2.355 -1.165
C -0.311 2.590 -2.217
C -1.435 3.490 -1.753
N -2.303 2.820 -0.792
C -3.258 3.685 -0.117
C -2.728 4.819 0.754
O -2.064 4.395 1.930
C -0.700 4.039 1.761
H 1.478 0.891 -0.049
H -0.293 0.802 -0.103
H 0.661 0.308 -1.520
H -0.677 1.643 -2.620
H 0.228 3.100 -3.020
H -2.033 3.785 -2.621
H -0.976 4.399 -1.334
H -1.729 2.360 -0.098
H -3.880 3.049 0.520
H -3.922 4.118 -0.874
H -3.591 5.399 1.096
H -2.089 5.508 0.189
H -0.217 4.646 0.991
H -0.583 2.982 1.512
H -0.195 4.207 2.710
C -0.701 -0.495 7.836
O 0.065 0.621 8.240
C 1.444 0.355 8.454
C 2.308 0.982 7.383
N 2.136 0.315 6.102
C 2.765 0.985 4.968
C 2.300 2.390 4.602
O 0.987 2.457 4.088
C -0.051 2.498 5.048
H -1.749 -0.206 7.895
H -0.484 -0.802 6.807
H -0.536 -1.350 8.499
H 1.624 -0.723 8.517
H 1.710 0.798 9.419
H 3.357 0.894 7.685
H 2.059 2.051 7.344
H 1.147 0.216 5.912
H 2.613 0.352 4.092
H 3.845 1.019 5.149
H 2.949 2.741 3.795
H 2.419 3.099 5.432
H 0.256 3.030 5.952
H -0.400 1.497 5.318
H -0.892 3.027 4.597

---

# 4
Formula: C21H48BaCl9NO15P3
Source: OMol25
Level of theory: ωB97M-V/def2-TZVPD

charge: +1
spin multiplicity: 1
HOMO level: -12.171 eV
orbital gap: 10.3 eV

Atoms and positions in Å:
Ba 0.215 0.254 0.475
N -2.620 -1.408 0.065
O -1.470 -1.933 0.169
O -3.646 -2.080 0.082
O -2.640 -0.175 -0.159
C -6.740 -1.832 -0.584
Cl -7.309 -0.725 -1.865
Cl -7.541 -3.448 -0.755
Cl -7.037 -1.247 1.070
H -5.679 -1.983 -0.745
C -3.353 -5.073 0.747
Cl -1.632 -5.593 0.923
Cl -4.132 -4.972 2.265
Cl -4.214 -6.156 -0.357
H -3.277 -4.086 0.238
C -1.039 -2.739 3.097
Cl -0.930 -3.582 4.660
Cl 0.608 -2.265 2.612
Cl -2.210 -1.440 3.178
H -1.260 -3.510 2.348
C 2.276 0.920 -6.368
C 2.017 -0.181 -5.340
O 0.712 0.166 -4.635
P 0.199 -0.350 -3.223
O 0.809 0.328 -2.044
O -1.357 -0.260 -3.159
C -2.329 0.026 -4.195
C -3.633 -0.292 -3.647
O 0.721 -1.846 -3.322
C 0.089 -2.986 -2.614
C -0.182 -4.094 -3.568
H 2.994 0.539 -7.084
H 1.383 1.077 -6.991
H 2.685 1.870 -5.941
H 1.954 -1.191 -5.674
H 2.765 -0.198 -4.591
H -2.302 1.092 -4.393
H -2.198 -0.515 -5.063
H -3.611 -1.310 -3.222
H -3.884 0.431 -2.839
H -4.337 -0.329 -4.506
H 0.778 -3.285 -1.793
H -0.844 -2.568 -2.164
H 0.742 -4.434 -4.053
H -0.407 -4.964 -2.981
H -0.995 -3.860 -4.240
C 3.431 2.750 -1.618
C 3.901 2.835 -0.254
O 4.628 1.617 0.177
P 3.863 0.312 0.597
O 2.601 0.609 1.365
O 3.597 -0.636 -0.621
C 4.538 -0.610 -1.763
C 4.380 -1.899 -2.608
O 4.905 -0.581 1.331
C 5.375 -0.609 2.745
C 4.267 -1.179 3.721
H 4.186 2.586 -2.383
H 2.593 2.030 -1.779
H 3.093 3.763 -1.883
H 4.740 3.590 -0.177
H 3.073 3.057 0.487
H 4.375 0.283 -2.352
H 5.567 -0.628 -1.423
H 3.577 -1.768 -3.316
H 5.284 -2.058 -3.126
H 4.242 -2.669 -1.930
H 6.250 -1.191 2.629
H 5.719 0.411 3.035
H 4.691 -1.584 4.608
H 3.554 -0.431 3.990
H 3.803 -2.087 3.201
C -4.442 1.422 2.563
C -3.193 2.269 2.238
O -2.287 2.101 3.388
P -0.928 2.766 3.178
O -0.292 2.374 1.883
O -1.206 4.339 3.268
C -0.230 5.273 2.725
C -0.773 5.831 1.438
O -0.016 2.462 4.421
C 0.212 1.314 5.323
C -0.997 1.198 6.227
H -5.281 1.508 1.823
H -4.112 0.347 2.696
H -4.851 1.709 3.504
H -2.649 1.823 1.394
H -3.396 3.329 2.139
H -0.062 5.989 3.533
H 0.734 4.800 2.548
H -1.761 6.236 1.403
H -0.094 6.638 1.102
H -0.710 5.035 0.709
H 0.574 0.444 4.687
H 1.109 1.665 5.855
H -0.783 0.372 6.911
H -1.041 2.134 6.827
H -1.900 0.914 5.752

---

# 5
Formula: C21H48CuN3O5
Source: OMol25
Level of theory: ωB97M-V/def2-TZVPD

charge: +1
spin multiplicity: 2
HOMO level (alpha / beta): -10.923 / -11.653 eV
orbital gap (alpha / beta): 7.6 / 8.3 eV

Atoms and positions in Å:
Cu -0.767 -1.855 -1.189
C 1.545 2.037 4.345
C 0.538 2.989 3.727
C 0.540 4.360 4.561
C 1.768 5.097 4.310
C 1.680 5.474 2.818
C 1.775 4.264 1.827
N 0.691 3.282 2.233
O 0.517 2.170 1.346
C 3.295 3.886 1.777
C 1.357 4.948 0.499
C -0.844 2.401 3.962
H 2.534 2.401 4.068
H 1.426 1.044 3.912
H 1.470 1.957 5.430
H 0.623 4.038 5.599
H -0.290 5.049 4.405
H 2.675 4.555 4.578
H 1.854 5.927 5.012
H 2.337 6.314 2.592
H 0.741 6.022 2.743
H 3.606 3.563 2.771
H 3.909 4.743 1.500
H 3.290 3.093 1.029
H 1.997 5.763 0.164
H 0.312 5.258 0.531
H 1.349 4.240 -0.330
H -1.660 2.974 3.522
H -0.882 2.298 5.046
H -0.954 1.348 3.702
C -2.110 1.226 -3.460
O -2.738 0.110 -2.851
C -4.025 -0.099 -3.313
C -4.687 -0.520 -1.906
N -4.139 -1.730 -1.363
C -4.546 -1.925 0.003
C -3.723 -3.017 0.734
O -2.309 -2.718 0.727
C -1.710 -3.234 1.907
H -2.139 1.049 -4.535
H -1.060 1.315 -3.183
H -2.630 2.174 -3.321
H -4.013 -0.860 -4.093
H -4.701 0.683 -3.660
H -5.753 -0.699 -2.044
H -4.707 0.371 -1.278
H -4.798 -2.274 -1.900
H -5.611 -2.020 0.217
H -4.209 -1.062 0.577
H -3.983 -3.969 0.272
H -4.146 -3.129 1.732
H -0.626 -3.168 1.823
H -1.916 -4.287 2.097
H -2.082 -2.531 2.653
C 2.749 -0.954 -3.213
O 1.610 -1.792 -3.191
C 1.737 -2.799 -4.226
C 0.466 -3.829 -4.117
N 0.099 -4.207 -2.707
C 0.983 -5.278 -2.157
C 2.282 -4.720 -1.511
O 1.965 -3.341 -0.993
C 3.130 -2.633 -0.575
H 3.675 -1.506 -3.052
H 2.685 -0.105 -2.532
H 2.919 -0.527 -4.201
H 2.661 -3.318 -3.973
H 1.827 -2.407 -5.239
H 0.737 -4.679 -4.743
H -0.383 -3.378 -4.631
H -0.817 -4.630 -2.743
H 1.346 -5.988 -2.901
H 0.358 -5.897 -1.514
H 3.104 -4.744 -2.226
H 2.574 -5.406 -0.716
H 2.798 -1.630 -0.309
H 3.976 -2.537 -1.254
H 3.446 -3.020 0.394

---

# 6
Formula: C21H48N3O5
Source: OMol25
Level of theory: ωB97M-V/def2-TZVPD

charge: +1
spin multiplicity: 1
HOMO level: -9.943 eV
orbital gap: 7.4 eV

Atoms and positions in Å:
C 6.076 0.315 1.389
C 5.095 0.714 0.279
C 4.943 2.215 0.158
O 4.305 2.641 -1.076
N 2.988 2.149 -1.147
C 1.994 3.273 -1.327
C 0.900 3.184 -0.283
O -0.135 2.334 -0.766
C -0.433 1.230 -0.001
C -1.221 0.229 -0.783
O -0.085 1.145 1.137
C 2.845 1.070 -2.170
C 3.214 1.562 -3.575
O 3.912 2.497 -3.771
O 2.667 0.856 -4.570
H 6.902 1.024 1.480
H 5.556 0.312 2.348
H 6.471 -0.678 1.184
H 5.377 0.275 -0.683
H 4.126 0.270 0.559
H 4.379 2.628 1.005
H 5.902 2.732 0.127
H 2.789 1.708 -0.239
H 1.555 3.169 -2.319
H 2.550 4.207 -1.287
H 0.504 4.183 -0.095
H 1.269 2.812 0.679
H -1.725 -0.440 -0.090
H -0.580 -0.321 -1.474
H -1.988 0.766 -1.344
H 1.791 0.776 -2.147
H 3.447 0.217 -1.857
H 2.171 0.081 -4.273
C -5.172 0.303 1.610
C -5.583 1.084 0.371
N -5.583 0.285 -0.844
C -5.709 1.082 -2.054
C -7.003 1.872 -2.274
C -6.388 -0.929 -0.793
C -7.880 -0.788 -0.472
H -4.200 -0.174 1.466
H -5.097 0.980 2.461
H -5.897 -0.468 1.873
H -4.864 1.897 0.225
H -6.552 1.566 0.569
H -5.546 0.418 -2.908
H -4.872 1.789 -2.059
H -7.834 1.228 -2.557
H -6.860 2.591 -3.083
H -7.293 2.434 -1.385
H -5.940 -1.596 -0.053
H -6.266 -1.439 -1.752
H -8.054 -0.102 0.358
H -8.286 -1.759 -0.183
H -8.458 -0.438 -1.326
C 1.450 -1.729 -0.391
C 2.448 -2.615 0.339
N 2.859 -2.058 1.615
C 4.000 -2.748 2.209
C 3.834 -4.207 2.639
C 1.773 -1.726 2.534
C 0.810 -2.847 2.939
H 1.850 -0.715 -0.496
H 1.250 -2.133 -1.386
H 0.497 -1.662 0.133
H 3.350 -2.720 -0.272
H 2.017 -3.624 0.420
H 4.325 -2.155 3.068
H 4.818 -2.692 1.482
H 3.247 -4.302 3.551
H 4.815 -4.640 2.839
H 3.362 -4.811 1.863
H 1.188 -0.915 2.090
H 2.228 -1.292 3.428
H 0.500 -3.447 2.082
H -0.091 -2.414 3.377
H 1.242 -3.516 3.680